1.
C9H14O | ωB97M-V/def2-TZVPD

## Properties
Energy above the lowest of the compared OMol25 structures with the same formula, charge and spin = 97.0 kJ/mol
SMILES = Cc1ccc(O)cc1.CC
Lowest unoccupied orbital energy = 0.83 eV
2S+1 = 1

Geometry (Å):
C (2.89, 0.74, 0.07)
C (0.27, 1.19, -2.59)
C (1.43, 1.33, -1.84)
C (-0.49, 0.00, -2.50)
C (1.61, 0.49, -0.72)
C (-0.17, -0.87, -1.47)
C (0.87, -0.68, -0.61)
O (-1.55, -0.19, -3.31)
H (0.09, 1.90, -3.39)
H (2.23, 1.95, -2.19)
H (-1.63, 0.41, -4.04)
H (-0.79, -1.75, -1.32)
H (3.09, 1.83, 0.01)
H (3.81, 0.16, -0.11)
H (1.14, -1.32, 0.23)
H (2.74, 0.51, 1.14)
C (-2.51, -1.17, 3.16)
C (-1.48, -0.30, 2.46)
H (-3.32, -1.51, 2.51)
H (-1.92, -1.94, 3.69)
H (-2.93, -0.62, 4.00)
H (-1.73, 0.23, 1.54)
H (-0.57, -0.82, 2.12)
H (-1.07, 0.42, 3.16)

Here are the natural (NBO) charges for atoms 1 to 6, given in e: -0.6378 -0.2768 -0.1920 0.3000 -0.0483 -0.2746

=====

2.
C36H33CeN4O2P2S | ωB97M-V/def2-TZVPD

## Properties
Lowest unoccupied orbital energy (spin up / spin down) = -5.84 / -5.82 eV
2S+1 = 2
Total charge = +2

Geometry (Å):
Ce (0.48, -0.23, -0.24)
C (1.68, 2.10, 2.48)
N (2.18, 2.18, 1.11)
P (3.06, 0.82, 0.43)
C (4.78, 1.24, 0.84)
C (5.75, 0.29, 0.53)
C (7.08, 0.56, 0.78)
C (7.44, 1.77, 1.33)
C (6.48, 2.72, 1.63)
C (5.14, 2.46, 1.37)
C (2.89, -0.68, 1.54)
C (2.99, -0.74, 2.94)
C (3.02, -1.96, 3.58)
C (3.01, -3.15, 2.85)
C (2.96, -3.10, 1.47)
C (2.89, -1.88, 0.81)
P (0.83, 2.54, 0.04)
C (1.73, 2.57, -1.56)
C (1.23, 1.83, -2.64)
C (1.87, 1.89, -3.87)
C (3.01, 2.67, -4.02)
C (3.51, 3.39, -2.95)
C (2.87, 3.34, -1.72)
C (0.52, 4.31, 0.29)
C (-0.66, 4.79, -0.29)
C (-0.95, 6.14, -0.22)
C (-0.07, 7.01, 0.42)
C (1.09, 6.52, 1.00)
C (1.40, 5.17, 0.93)
H (2.51, 2.10, 3.19)
H (1.03, 1.21, 2.66)
H (1.08, 2.99, 2.68)
H (5.46, -0.66, 0.08)
H (7.84, -0.18, 0.53)
H (8.48, 1.99, 1.52)
H (6.77, 3.67, 2.05)
H (4.39, 3.21, 1.59)
H (3.06, 0.16, 3.53)
H (3.08, -1.99, 4.65)
H (3.06, -4.09, 3.37)
H (2.99, -4.02, 0.90)
H (2.94, -1.85, -0.28)
H (0.28, 1.26, -2.54)
H (1.48, 1.34, -4.71)
H (3.50, 2.72, -4.98)
H (4.40, 3.99, -3.06)
H (3.25, 3.91, -0.88)
H (-1.33, 4.10, -0.78)
H (-1.85, 6.52, -0.68)
H (-0.30, 8.06, 0.46)
H (1.77, 7.20, 1.50)
H (2.31, 4.80, 1.38)
S (-2.16, 0.31, -1.02)
C (-2.69, -1.21, -1.56)
N (-2.64, -1.60, -2.83)
C (-3.38, -2.83, -3.05)
C (-3.70, -3.28, -1.61)
N (-3.28, -2.14, -0.82)
H (-2.36, -1.00, -3.59)
H (-2.78, -3.56, -3.59)
H (-4.28, -2.62, -3.64)
H (-3.13, -4.17, -1.32)
H (-4.77, -3.48, -1.45)
H (-3.47, -2.04, 0.17)
O (0.43, -2.05, -1.48)
C (0.14, -2.77, -0.48)
N (-0.12, -2.21, 0.72)
C (-0.27, -3.22, 1.69)
O (-0.40, -2.98, 2.85)
C (-0.17, -4.52, 0.97)
C (-0.27, -5.82, 1.41)
C (-0.15, -6.84, 0.46)
C (0.11, -6.55, -0.88)
C (0.24, -5.24, -1.31)
C (0.08, -4.23, -0.38)
H (-0.43, -6.05, 2.45)
H (-0.26, -7.86, 0.77)
H (0.22, -7.35, -1.60)
H (0.47, -5.00, -2.34)

Here are the Löwdin charges for atoms 1 to 6, given in e: 0.8714 -0.1531 -0.4695 0.9932 -0.3413 -0.0855

=====

3.
C17H29AuCl2N2O4 | ωB97M-V/def2-TZVPD

## Properties
Lowest unoccupied orbital energy (spin up / spin down) = -0.78 / -0.75 eV
2S+1 = 3

Geometry (Å):
O (0.40, -1.73, 1.07)
C (1.15, -2.28, 0.19)
C (0.91, -3.70, 0.12)
C (0.06, -4.20, 1.14)
H (-0.25, -3.50, 1.92)
C (-0.45, -5.47, 1.04)
H (-1.13, -5.78, 1.81)
C (-0.14, -6.31, -0.01)
H (-0.55, -7.33, -0.03)
C (0.70, -5.82, -1.03)
H (0.93, -6.47, -1.89)
C (1.22, -4.52, -1.00)
H (1.83, -4.07, -1.80)
H (1.53, -1.71, -0.71)
C (3.47, -1.45, 0.70)
C (2.69, -0.44, 0.02)
H (4.36, -0.99, 1.14)
H (3.79, -2.20, -0.06)
H (2.91, -1.95, 1.51)
C (2.80, 0.82, -0.28)
C (3.94, 1.86, 0.01)
H (2.01, 1.33, -0.85)
H (4.94, 1.42, 0.18)
H (3.70, 2.50, 0.89)
H (4.05, 2.52, -0.87)
Au (-0.05, 0.13, 1.32)
Cl (0.29, -0.06, 3.62)
Cl (-0.35, 0.10, -0.97)
H (-4.49, -0.74, 1.28)
H (-4.13, 0.47, 3.69)
C (-3.42, -0.50, 1.26)
C (-3.22, 0.92, 3.30)
N (-3.18, 0.81, 1.85)
H (-3.05, -0.49, 0.23)
C (-3.10, 1.91, 1.07)
O (-3.15, 1.89, -0.16)
H (-3.20, 1.99, 3.54)
H (-2.99, 2.85, 1.65)
H (-2.88, -1.25, 1.85)
H (-2.34, 0.44, 3.75)
H (-0.17, 5.54, -3.49)
H (-2.16, 3.45, -4.07)
C (0.40, 4.67, -3.14)
C (-1.27, 2.90, -3.76)
N (-0.51, 3.60, -2.72)
H (1.03, 4.95, -2.28)
C (-0.62, 3.24, -1.46)
O (0.29, 3.45, -0.59)
H (-1.57, 1.93, -3.35)
H (-1.56, 2.75, -1.21)
H (1.02, 4.31, -3.97)
H (-0.63, 2.75, -4.64)
O (-0.24, 2.23, 1.48)
H (-0.07, 2.81, 0.56)
H (0.46, 2.42, 2.14)

Here are the natural (NBO) charges for atoms 1 to 6, given in e: -0.6364 0.4355 -0.2054 -0.1255 0.2525 -0.2233

=====

4.
C36H72O16 | ωB97M-V/def2-TZVPD

## Properties
Energy above the lowest of the compared OMol25 structures with the same formula, charge and spin = 1168.3 kJ/mol
SMILES = CCOC(C)=O.CCOC(C)=O.CCOC(C)=O.CCOC(C)=O.CCOC(C)=O.CCOC(C)=O.CC(C)=O.CC(C)=O.CC(C)=O.CC(C)=O
Lowest unoccupied orbital energy = 0.18 eV
2S+1 = 1

Geometry (Å):
O (40.57, 33.75, 34.42)
C (41.38, 33.72, 35.37)
O (41.16, 34.28, 36.51)
C (39.99, 35.09, 36.74)
C (40.04, 35.86, 38.08)
C (42.73, 33.08, 35.34)
H (39.28, 34.32, 36.79)
H (40.03, 36.09, 35.97)
H (39.98, 35.26, 39.05)
H (39.23, 36.40, 38.18)
H (40.88, 36.47, 38.21)
H (42.55, 31.95, 35.76)
H (43.62, 33.82, 35.62)
H (43.01, 32.99, 34.27)
O (32.74, 35.58, 38.73)
C (31.57, 35.70, 38.31)
O (31.24, 36.82, 37.62)
C (32.10, 37.81, 37.23)
C (31.89, 39.06, 38.15)
C (30.43, 34.77, 38.52)
H (31.89, 38.16, 36.38)
H (33.20, 37.72, 37.22)
H (30.94, 39.46, 37.93)
H (32.70, 39.81, 38.05)
H (31.94, 38.70, 39.20)
H (29.98, 34.80, 39.44)
H (30.88, 33.84, 38.24)
H (29.77, 35.32, 37.73)
O (37.64, 37.38, 36.24)
C (37.05, 38.44, 36.51)
O (36.45, 38.57, 37.71)
C (36.25, 37.39, 38.45)
C (35.36, 37.70, 39.70)
C (37.02, 39.71, 35.72)
H (37.28, 37.07, 38.77)
H (35.97, 36.46, 38.00)
H (34.48, 37.93, 39.29)
H (35.91, 38.65, 40.02)
H (35.37, 37.01, 40.57)
H (37.74, 40.37, 36.07)
H (36.02, 39.98, 35.85)
H (37.45, 39.56, 34.69)
O (34.97, 35.49, 42.71)
C (35.84, 34.65, 42.99)
O (36.48, 33.91, 42.04)
C (36.44, 34.37, 40.71)
C (37.40, 33.54, 39.97)
C (36.13, 34.29, 44.48)
H (36.64, 35.29, 40.56)
H (35.40, 34.27, 40.19)
H (37.09, 32.52, 39.71)
H (38.43, 33.72, 40.42)
H (37.61, 34.09, 39.11)
H (35.51, 33.42, 44.55)
H (35.90, 34.90, 45.19)
H (37.00, 33.89, 44.38)
O (37.66, 38.52, 31.05)
C (36.53, 38.96, 31.15)
O (35.67, 38.68, 32.01)
C (35.84, 37.58, 32.95)
C (34.54, 37.55, 33.80)
C (36.10, 40.02, 30.13)
H (36.92, 37.87, 33.45)
H (36.17, 36.60, 32.26)
H (33.98, 38.41, 34.02)
H (34.70, 37.07, 34.75)
H (33.77, 37.01, 33.26)
H (36.81, 40.26, 29.35)
H (35.68, 40.84, 30.68)
H (35.10, 39.93, 29.66)
O (42.27, 39.09, 34.53)
C (42.15, 37.94, 34.77)
O (41.21, 37.17, 34.18)
C (40.33, 37.62, 33.17)
C (39.46, 36.44, 32.90)
C (43.15, 37.23, 35.71)
H (40.86, 37.95, 32.40)
H (39.80, 38.48, 33.55)
H (38.74, 36.61, 32.06)
H (38.73, 36.19, 33.65)
H (39.98, 35.59, 32.76)
H (44.04, 37.79, 35.57)
H (43.51, 36.20, 35.26)
H (42.72, 37.03, 36.70)
C (36.40, 43.68, 33.77)
C (36.35, 43.40, 35.25)
O (37.43, 42.82, 35.80)
C (35.16, 43.66, 36.13)
H (37.24, 44.26, 33.43)
H (35.64, 44.43, 33.74)
H (36.24, 42.81, 33.10)
H (35.51, 43.44, 37.07)
H (34.18, 43.06, 35.92)
H (34.92, 44.62, 36.05)
C (31.82, 42.34, 31.76)
C (32.82, 42.46, 32.98)
O (33.23, 43.56, 33.33)
C (33.37, 41.14, 33.54)
H (31.32, 43.23, 31.68)
H (30.97, 41.66, 31.82)
H (32.19, 42.21, 30.83)
H (32.63, 40.62, 33.99)
H (34.21, 41.18, 34.29)
H (33.92, 40.53, 32.80)
C (39.83, 45.01, 36.41)
C (40.04, 43.76, 37.27)
O (40.32, 43.89, 38.55)
C (40.06, 42.47, 36.48)
H (39.43, 45.96, 36.86)
H (38.97, 44.71, 35.78)
H (40.58, 45.51, 35.65)
H (39.41, 42.50, 35.57)
H (40.06, 41.61, 37.18)
H (41.13, 42.38, 35.93)
C (31.14, 39.34, 44.16)
C (31.92, 39.31, 42.80)
O (32.12, 40.37, 42.08)
C (32.54, 38.01, 42.26)
H (31.68, 38.85, 44.90)
H (30.23, 38.76, 43.97)
H (31.25, 40.42, 44.29)
H (31.88, 37.10, 41.93)
H (33.28, 37.80, 43.05)
H (32.87, 38.17, 41.24)

Here are the Löwdin charges for atoms 1 to 6, given in e: 0.0553 -0.6058 -0.0172 -0.1402 -0.0554 -0.0106

=====

5.
C20H10F5NO3S | ωB97M-V/def2-TZVPD

## Properties
Energy above the lowest of the compared OMol25 structures with the same formula, charge and spin = 37.2 kJ/mol
SMILES = Cc1csc(-c2cc3ccc(OCc4c(F)c(F)c(F)c(F)c4F)cc3oc2=O)n1
Lowest unoccupied orbital energy = -0.62 eV
2S+1 = 1

Geometry (Å):
O (3.39, 2.57, 2.75)
F (-2.08, -5.39, -5.78)
F (-3.61, -3.39, -4.82)
F (0.61, -5.12, -5.95)
F (-2.41, -0.94, -4.04)
F (1.86, -2.89, -4.88)
N (-0.31, 2.06, 4.75)
O (2.54, 1.80, 0.80)
O (1.34, -0.83, -2.94)
S (1.97, 3.20, 5.34)
C (2.43, 2.13, 2.12)
C (0.85, 2.35, 4.23)
C (0.67, 3.20, 6.51)
C (1.16, 1.90, 2.84)
C (0.15, 1.19, 2.21)
C (-0.48, 2.62, 6.00)
C (-0.19, -0.77, -1.02)
C (1.90, 0.41, -1.02)
C (-0.49, -0.23, 0.25)
C (-1.51, -4.21, -5.41)
C (-2.27, -3.15, -4.89)
C (-0.09, -4.11, -5.39)
C (-1.65, -1.98, -4.42)
C (0.51, -2.95, -4.88)
C (1.02, -0.43, -1.68)
C (1.62, 0.95, 0.24)
C (0.41, 0.62, 0.88)
C (-0.27, -1.86, -4.42)
C (-1.80, 2.56, 6.71)
C (0.39, -0.54, -3.99)
H (0.64, 3.75, 7.43)
H (-0.87, 1.06, 2.60)
H (-0.92, -1.41, -1.49)
H (2.84, 0.68, -1.44)
H (-1.42, -0.53, 0.72)
H (-2.63, 2.90, 6.06)
H (-1.82, 3.20, 7.57)
H (-2.02, 1.55, 7.04)
H (0.86, -0.16, -4.89)
H (-0.34, 0.19, -3.72)

Here are the natural (NBO) charges for atoms 1 to 6, given in e: -0.5614 -0.2814 -0.2901 -0.2845 -0.3092 -0.2918

=====

6.
CH21O9S | ωB97M-V/def2-TZVPD

## Properties
Energy above the lowest of the compared OMol25 structures with the same formula, charge and spin = 0.0 kJ/mol
Lowest unoccupied orbital energy = 2.92 eV
2S+1 = 1
Total charge = -1

Geometry (Å):
C (-2.10, -1.85, 1.28)
S (-3.17, -1.56, -0.22)
H (-1.20, -1.24, 1.30)
H (-2.68, -1.85, 2.20)
H (-1.82, -2.91, 1.15)
H (-2.29, 2.42, -1.73)
H (-1.03, 1.63, -1.31)
O (-1.56, 2.41, -1.10)
H (1.61, -1.69, 0.76)
H (1.55, -0.66, 1.96)
O (1.94, -1.51, 1.65)
H (3.49, -0.60, 0.13)
H (2.58, 0.51, 0.51)
O (3.22, 0.28, -0.18)
H (0.73, 3.09, -0.04)
H (1.48, 1.85, -0.55)
O (1.40, 2.45, 0.22)
H (-2.59, 0.79, 1.14)
H (-1.78, 2.10, 0.76)
O (-2.00, 1.49, 1.48)
H (0.86, 1.49, 1.64)
H (-0.47, 0.80, 2.03)
O (0.49, 0.79, 2.21)
H (-1.51, -0.86, -1.19)
H (-1.24, -1.21, -2.72)
O (-0.82, -0.81, -1.94)
H (0.87, -3.26, -0.70)
H (0.44, -1.95, -1.34)
O (1.23, -2.41, -0.99)
H (2.19, 0.95, -1.94)
H (0.90, 0.23, -2.24)
O (1.28, 1.12, -2.24)

Here are the natural (NBO) charges for atoms 1 to 6, given in e: -0.7340 -0.6916 0.1956 0.1913 0.1899 0.4838

=====

7.
C4H12N2O2 | ωB97M-V/def2-TZVPD

## Properties
Energy above the lowest of the compared OMol25 structures with the same formula, charge and spin = 667.3 kJ/mol
Lowest unoccupied orbital energy (spin up / spin down) = 0.95 / 0.95 eV
2S+1 = 1

Geometry (Å):
C (1.37, 0.61, 0.46)
C (2.65, -0.21, 0.38)
O (1.49, 1.89, -0.08)
H (1.61, 1.81, -1.04)
H (1.11, 0.74, 1.52)
H (-0.21, 0.47, 0.47)
H (2.97, -0.32, -0.66)
H (3.47, 0.27, 0.93)
H (2.49, -1.21, 0.78)
C (-1.56, -1.36, 0.75)
C (-2.25, 0.49, -0.69)
N (-1.23, -0.12, 0.11)
N (0.31, -0.37, -1.03)
O (0.32, 0.38, -1.95)
H (-0.72, -1.72, 1.33)
H (-2.74, -0.25, -1.33)
H (-2.40, -1.24, 1.44)
H (-1.85, -2.12, 0.01)
H (-3.01, 0.98, -0.07)
H (-1.82, 1.28, -1.32)

Here are the natural (NBO) charges for atoms 1 to 6, given in e: -0.0353 -0.6470 -0.7128 0.4728 0.1872 0.4522

=====

8.
C17H28B3ClI2N2O5 | ωB97M-V/def2-TZVPD

## Properties
SMILES = Cc1ccc(CB2OB(Cl)OB([C@@H](I)[C@@H](C)I)O2)cc1.CN(C)C=O.CN(C)C=O
Lowest unoccupied orbital energy = -0.08 eV
2S+1 = 1

Geometry (Å):
C (0.08, 6.38, 4.00)
C (-0.05, 5.42, 2.84)
C (0.24, 4.09, 3.01)
C (0.08, 3.23, 1.97)
C (-0.37, 3.62, 0.73)
C (-0.57, 2.60, -0.37)
B (-1.48, 1.48, 0.24)
O (-0.98, 0.23, 0.64)
B (-1.45, -0.08, 1.89)
Cl (-0.26, -0.61, 3.10)
O (-2.78, 0.06, 2.19)
B (-3.26, 1.29, 1.70)
C (-4.25, 2.09, 2.63)
I (-3.27, 2.67, 4.46)
C (-5.00, 3.26, 2.00)
C (-4.13, 4.39, 1.46)
I (-6.43, 2.52, 0.55)
O (-2.85, 1.66, 0.44)
C (-0.61, 4.96, 0.55)
C (-0.46, 5.82, 1.59)
H (0.85, 7.12, 3.79)
H (0.27, 5.84, 4.92)
H (-0.88, 6.89, 4.13)
H (0.59, 3.70, 3.96)
H (0.32, 2.18, 2.12)
H (0.37, 2.21, -0.77)
H (-1.16, 3.09, -1.15)
H (-5.00, 1.36, 2.94)
H (-5.63, 3.69, 2.78)
H (-3.16, 4.06, 1.10)
H (-4.64, 4.86, 0.62)
H (-4.01, 5.16, 2.22)
H (-0.96, 5.32, -0.40)
H (-0.69, 6.87, 1.45)
C (1.93, -1.75, -0.76)
O (2.61, -1.36, -1.70)
N (1.91, -3.01, -0.29)
C (1.09, -3.39, 0.83)
C (2.75, -4.01, -0.94)
H (1.26, -1.07, -0.21)
H (1.71, -3.78, 1.64)
H (0.38, -4.17, 0.52)
H (0.53, -2.53, 1.19)
H (3.80, -3.69, -0.88)
H (2.47, -4.09, -1.99)
H (2.63, -4.97, -0.45)
C (2.98, -6.45, -3.56)
O (1.91, -6.62, -3.00)
N (3.20, -6.61, -4.87)
C (4.50, -6.39, -5.47)
C (2.09, -7.03, -5.72)
H (3.88, -6.13, -3.00)
H (4.43, -5.60, -6.23)
H (4.85, -7.30, -5.94)
H (5.21, -6.08, -4.71)
H (1.28, -6.30, -5.66)
H (1.71, -7.99, -5.38)
H (2.43, -7.11, -6.75)

Here are the natural (NBO) charges for atoms 1 to 6, given in e: -0.6245 -0.0216 -0.2072 -0.1753 -0.0270 -0.8006